(1)
Computed, not measured: a 9-piece molecular cluster, C28H65FN8O15PS2 overall in a non-equilibrium geometry, with ωB97M-V/def2-TZVPD.

Values from the calculation:
Gap between HOMO and LUMO in eV: 3.42
Total charge: +1
DFT total energy in hartree: -3909.77871
Lowest unoccupied orbital energy in eV: -6.74
F_max in Eh/bohr: 0.1967

Atoms and positions in Å:
O 3.9122 -2.1188 -1.0264
C 3.0130 -2.5394 -1.9566
O 2.1835 -3.6965 -1.5861
C 2.9314 -1.6792 -3.3496
C 1.4192 -1.4622 -3.9467
C 0.2664 -1.1537 -2.8195
S -1.3943 -1.6088 -3.6476
P -2.9610 -1.1823 -2.1892
O -3.6400 -2.5287 -1.6238
O -4.1225 -0.1833 -3.0425
O -2.3571 -0.1980 -0.8427
S -1.4011 -3.7027 -4.1055
O -0.3859 -4.4167 -3.1628
O -0.8961 -3.8875 -5.5893
F -2.9555 -4.4114 -3.8883
H 1.5756 -3.4761 -0.7956
H 3.5374 -0.6828 -3.1715
H 3.5495 -2.2987 -4.1613
H 1.0742 -2.3289 -4.6914
H 1.4736 -0.4882 -4.6351
H 0.3194 -1.8193 -1.8586
H 0.2563 -0.0101 -2.4985
H -5.0125 -0.5820 -2.8120
H -2.6640 -0.6772 -0.0064
C 4.9377 0.2431 -0.0777
C 4.4989 1.6674 0.1209
O 3.3138 1.9929 0.1061
N 5.4581 2.6145 0.3226
C 6.8904 2.4406 0.3749
H 4.0594 -0.3913 -0.2258
H 5.5722 0.1675 -0.9646
H 5.4739 -0.1100 0.8071
H 5.0823 3.5473 0.4478
H 7.2380 2.7869 1.3511
H 7.3356 3.0620 -0.4057
H 7.1894 1.4017 0.2288
C 5.4263 1.3255 -4.6028
C 4.7643 0.6334 -5.7617
O 4.1071 -0.3954 -5.6181
N 4.9072 1.1770 -7.0035
C 5.6309 2.3678 -7.3811
H 5.2207 0.7723 -3.6823
H 6.5086 1.3552 -4.7536
H 5.0277 2.3376 -4.4942
H 4.4323 0.6527 -7.7291
H 4.9260 3.0574 -7.8515
H 6.3945 2.0834 -8.1088
H 6.1040 2.8557 -6.5278
C -1.8897 4.9887 -2.6592
C -1.7756 3.5890 -3.1964
O -0.7056 2.9846 -3.2198
N -2.9035 2.9863 -3.6680
C -4.2441 3.5188 -3.7287
H -0.9074 5.3305 -2.3218
H -2.2393 5.6635 -3.4450
H -2.5740 5.0076 -1.8069
H -2.7436 2.0465 -4.0117
H -4.8961 2.8612 -3.1489
H -4.5643 3.5116 -4.7732
H -4.3070 4.5343 -3.3350
C -4.9541 0.3245 2.0500
C -4.2054 -0.9480 2.3343
O -3.3456 -1.3832 1.5713
N -4.5016 -1.6277 3.4780
C -5.4683 -1.2888 4.4955
H -4.6060 0.7484 1.1041
H -6.0239 0.1175 1.9631
H -4.7689 1.0528 2.8440
H -3.9551 -2.4727 3.5966
H -4.9379 -1.1848 5.4450
H -6.1824 -2.1121 4.5716
H -6.0010 -0.3634 4.2720
C -7.6198 -6.7782 -6.0062
C -8.0713 -5.8163 -4.9425
O -9.2592 -5.5642 -4.7528
N -7.1206 -5.2140 -4.1735
C -5.6869 -5.3725 -4.2355
H -8.4923 -7.1747 -6.5328
H -6.9835 -6.2631 -6.7306
H -7.0817 -7.6138 -5.5509
H -7.5047 -4.5814 -3.4812
H -5.3437 -5.7317 -3.2624
H -5.2462 -4.3924 -4.4322
H -5.3787 -6.0735 -5.0125
C 4.8993 7.5993 2.3462
C 5.6479 6.3268 2.6304
O 6.5077 5.8916 1.8675
N 5.3517 5.6471 3.7742
C 4.3850 5.9859 4.7916
H 5.2473 8.0231 1.4002
H 3.8294 7.3923 2.2593
H 5.0844 8.3275 3.1402
H 5.8982 4.8020 3.8928
H 4.9154 6.0900 5.7412
H 3.6709 5.1626 4.8677
H 3.8523 6.9113 4.5682
C 2.9114 3.2750 8.8628
C 2.8139 3.7043 7.4251
O 3.6773 4.3974 6.8914
N 1.7278 3.3036 6.7057
C 0.6140 2.4951 7.1419
H 3.8313 3.6727 9.3001
H 2.0621 3.6672 9.4286
H 2.9419 2.1841 8.9262
H 1.7362 3.6332 5.7475
H 0.5718 1.6065 6.5076
H -0.3006 3.0770 7.0058
H 0.7023 2.1936 8.1867
C -4.2271 -5.5254 5.0902
C -2.9053 -5.0121 5.5900
O -2.6956 -3.8140 5.7670
N -1.9198 -5.9171 5.8501
C -1.9637 -7.3533 5.7093
H -4.9073 -4.6844 4.9296
H -4.0906 -6.0460 4.1386
H -4.6731 -6.1941 5.8311
H -1.0617 -5.4928 6.1826
H -1.7571 -7.7957 6.6867
H -1.1795 -7.6489 5.0085
H -2.9298 -7.7067 5.3459

(2)
Computed, not measured: a 8-piece molecular cluster, C28H68O24P4S4 overall in a non-equilibrium geometry, with ωB97M-V/def2-TZVPD.

Values from the calculation:
Gap between HOMO and LUMO in eV: 9.81
DFT total energy in hartree: -5871.83124
Lowest unoccupied orbital energy in eV: 0.10
SMILES string: COP(=O)(OC)OC.COP(=O)(OC)OC.COP(=O)(OC)OC.COP(=O)(OC)OC.O=S1(=O)CCCC1.O=S1(=O)CCCC1.O=S1(=O)CCCC1.O=S1(=O)CCCC1
F_max in Eh/bohr: 0.0424

Atoms and positions in Å:
C 6.4935 4.0253 5.4128
O 6.2693 4.0935 3.9953
P 5.6204 2.8468 3.2712
O 5.2747 1.6897 4.1038
O 4.3609 3.3859 2.4138
C 3.9531 2.6529 1.2412
O 6.7343 2.4323 2.2028
C 7.1282 3.0825 1.0099
H 6.7627 5.0092 5.7889
H 7.3758 3.3957 5.5523
H 5.6377 3.6166 5.9427
H 4.6116 1.8417 0.9482
H 3.8757 3.4209 0.4700
H 2.9222 2.3591 1.4332
H 8.2121 2.9818 0.9609
H 6.9103 4.1524 0.9808
H 6.6678 2.6190 0.1374
C 3.3842 -2.2855 5.3773
O 2.5804 -3.4685 5.4773
P 1.0041 -3.3612 5.2759
O 0.3816 -2.1695 5.8803
O 0.4645 -4.7588 5.8614
C -0.9212 -4.9172 6.0574
O 0.8085 -3.5501 3.7154
C -0.4349 -3.5918 2.9793
H 3.8132 -2.1428 4.3849
H 4.2203 -2.4660 6.0489
H 2.8167 -1.3985 5.6497
H -1.4186 -3.9442 6.1442
H -1.1939 -5.4190 6.9860
H -1.4717 -5.4369 5.2694
H -0.5873 -2.6792 2.4172
H -1.2187 -3.8131 3.7002
H -0.3915 -4.5021 2.3834
C -5.0362 2.4030 -7.4535
O -4.4171 2.4598 -6.1733
P -3.1243 3.4070 -5.8992
O -2.3413 3.5360 -7.1265
O -2.3227 2.7410 -4.7034
C -3.0467 2.3844 -3.5019
O -3.7755 4.7351 -5.2832
C -4.2209 5.7625 -6.1720
H -5.0971 3.4191 -7.8428
H -5.9816 1.8761 -7.3689
H -4.4098 1.8287 -8.1404
H -2.4263 2.0986 -2.6545
H -3.5604 1.4713 -3.8107
H -3.7382 3.1520 -3.1577
H -4.0462 6.7211 -5.6989
H -5.2601 5.6640 -6.4936
H -3.6704 5.6492 -7.1097
C -6.7018 2.7896 -0.8570
O -6.3794 1.4030 -0.7398
P -6.5416 0.3960 -1.9895
O -5.8612 0.7177 -3.2383
O -6.0046 -0.9362 -1.3438
C -4.6252 -1.2378 -1.2337
O -8.1203 0.0848 -2.1539
C -8.9339 0.0102 -0.9804
H -7.1639 3.1637 0.0517
H -7.2559 3.0107 -1.7690
H -5.7568 3.3296 -0.9647
H -4.3992 -1.7839 -0.3249
H -4.0711 -0.2900 -1.2692
H -4.1617 -1.7099 -2.1054
H -9.7513 0.7096 -1.1754
H -8.3907 0.1474 -0.0489
H -9.4382 -0.9593 -0.9134
O -1.9670 -0.0873 1.5804
S -1.2432 0.4451 0.4386
O -1.8255 1.5597 -0.2927
C 0.4850 0.8954 0.8224
C 1.4202 0.1364 -0.0766
C 0.6986 -1.1883 -0.4047
C -0.7754 -0.9125 -0.6744
H 0.6417 0.8427 1.9014
H 0.6319 1.9657 0.6592
H 1.6375 0.7132 -0.9785
H 2.3953 -0.0398 0.3780
H 0.8793 -1.9336 0.3694
H 1.0297 -1.6773 -1.3229
H -1.4647 -1.7457 -0.5629
H -0.9387 -0.5610 -1.6956
O 1.4482 0.8000 -6.8758
S 2.0113 0.6182 -5.5533
O 1.8295 1.6164 -4.4926
C 1.6001 -0.9990 -4.7722
C 2.9535 -1.7117 -4.6220
C 4.0979 -0.6306 -4.4845
C 3.8252 0.2813 -5.6615
H 0.9089 -1.5275 -5.4198
H 1.2171 -0.7045 -3.7982
H 2.9135 -2.3235 -3.7274
H 3.1248 -2.1779 -5.5908
H 4.9985 -1.1355 -4.8385
H 4.1459 -0.1847 -3.4983
H 4.0792 -0.1900 -6.6130
H 4.2809 1.2654 -5.7840
O 1.0656 2.8572 3.3006
S 1.4830 3.0377 4.6985
O 2.6585 3.8028 5.0858
C 0.0116 3.8279 5.4290
C -0.1759 3.1431 6.7615
C 0.2270 1.6438 6.6081
C 1.3758 1.4632 5.6018
H -0.8157 3.5499 4.7801
H 0.2230 4.8918 5.4741
H 0.3777 3.5740 7.6008
H -1.1787 3.0633 7.1864
H -0.6422 1.1950 6.1268
H 0.4693 1.1404 7.5390
H 1.1129 0.7619 4.8141
H 2.4218 1.4040 5.9028
O 1.4580 -4.1742 -2.9084
S 0.7579 -4.7397 -1.7682
O -0.1784 -3.9111 -1.0371
C 0.0718 -6.2945 -2.3234
C 0.5967 -7.3772 -1.3874
C 2.0087 -6.9783 -0.9027
C 1.9748 -5.5252 -0.5871
H 0.4626 -6.3668 -3.3378
H -1.0140 -6.2616 -2.3947
H -0.0700 -7.5808 -0.5444
H 0.5044 -8.3292 -1.9157
H 2.7220 -7.1895 -1.7009
H 2.1443 -7.5958 -0.0159
H 2.8649 -4.9103 -0.6717
H 1.4294 -5.3857 0.3497

- Among the records above, which one has the lowest DFT total energy?
  C28H68O24P4S4